No. 1
{"formula": "C4H13N2", "method": "ωB97M-V/def2-TZVPD", "relative_energy_kcal_mol": 44.9, "total_charge": 1, "homo_ev": -12.56, "gap_ev": 9.35, "smiles": "C[NH2+][C@@H](C)CN", "symbols": ["C", "N", "C", "N", "C", "C", "H", "H", "H", "H", "H", "H", "H", "H", "H", "H", "H", "H", "H"], "coordinates": [[-0.460, -0.916, 0.967], [-1.707, -1.603, 0.706], [0.080, -0.235, -0.266], [0.906, 1.113, 0.155], [0.130, 2.434, -0.079], [0.755, -1.213, -1.182], [0.222, -1.590, 1.478], [-0.648, -0.169, 1.757], [-2.194, -2.111, 1.412], [-2.084, -1.643, -0.219], [-0.669, 0.226, -0.893], [1.816, 1.031, -0.292], [1.083, 1.048, 1.150], [0.526, 3.117, 0.668], [-0.938, 2.371, 0.142], [0.521, 2.770, -1.026], [1.551, -1.852, -0.767], [1.055, -0.808, -2.165], [0.056, -1.971, -1.544]]}

No. 2
{"formula": "C4H13N2", "method": "ωB97M-V/def2-TZVPD", "relative_energy_kcal_mol": 27.1, "total_charge": 1, "homo_ev": -14.32, "gap_ev": 11.22, "smiles": "C[C@H](N)CC[NH3+]", "symbols": ["C", "C", "C", "C", "N", "N", "H", "H", "H", "H", "H", "H", "H", "H", "H", "H", "H", "H", "H"], "coordinates": [[1.992, 1.171, 0.288], [0.685, 0.733, -0.299], [0.514, -0.775, -0.176], [-0.736, -1.566, -0.669], [-1.908, -0.926, 0.093], [-0.571, 1.400, 0.402], [2.093, 2.227, 0.093], [2.022, 1.025, 1.386], [2.815, 0.498, -0.050], [0.721, 0.913, -1.398], [1.398, -1.258, -0.695], [0.486, -1.073, 0.935], [-0.685, -2.645, -0.502], [-1.026, -1.517, -1.721], [-1.523, -0.003, 0.598], [-2.703, -0.703, -0.503], [-2.263, -1.360, 0.949], [-0.303, 1.680, 1.335], [-1.008, 2.178, -0.063]]}

No. 3
{"formula": "C4H13N2", "method": "ωB97M-V/def2-TZVPD", "relative_energy_kcal_mol": 28.9, "total_charge": 1, "homo_ev": -13.84, "gap_ev": 10.87, "smiles": "CNCC[NH2+]C", "symbols": ["C", "N", "C", "C", "N", "C", "H", "H", "H", "H", "H", "H", "H", "H", "H", "H", "H", "H", "H"], "coordinates": [[-0.754, 0.555, 1.035], [0.478, -0.246, 1.238], [1.729, 0.402, 1.724], [-1.168, 0.329, -0.465], [-0.022, -0.104, -1.246], [-0.403, -0.958, -2.374], [-1.573, 0.308, 1.707], [-0.472, 1.600, 1.169], [0.269, -1.056, 1.796], [1.762, 1.454, 1.441], [1.832, 0.277, 2.794], [2.553, -0.136, 1.265], [-1.993, -0.392, -0.511], [-1.603, 1.264, -0.831], [0.666, -0.599, 0.287], [0.560, 0.682, -1.554], [0.355, -1.084, -3.074], [-0.639, -1.950, -1.981], [-1.292, -0.622, -2.871]]}

No. 4
{"formula": "C4H13N2", "method": "ωB97M-V/def2-TZVPD", "relative_energy_kcal_mol": 205.2, "total_charge": 1, "homo_ev": -14.79, "gap_ev": 5.55, "symbols": ["C", "C", "C", "C", "N", "N", "H", "H", "H", "H", "H", "H", "H", "H", "H", "H", "H", "H", "H"], "coordinates": [[-2.029, -0.052, -0.694], [-0.757, 0.524, -0.111], [0.354, -0.355, -0.650], [1.793, 0.161, -0.551], [2.067, 0.198, 0.886], [-1.129, 1.013, 1.266], [-1.965, -0.014, -1.788], [-2.181, -1.035, -0.271], [-2.915, 0.529, -0.474], [-0.558, 1.486, -0.556], [0.173, -0.557, -1.749], [0.036, -1.308, -0.315], [2.511, -0.453, -1.122], [1.729, 1.060, -1.020], [1.485, -0.670, 1.138], [3.013, 0.151, 1.249], [-0.234, 0.925, 1.871], [0.101, -1.725, 1.273], [-1.493, 0.123, 1.619]]}

No. 5
{"formula": "C4H13N2", "method": "ωB97M-V/def2-TZVPD", "relative_energy_kcal_mol": 35.8, "total_charge": 1, "homo_ev": -14.27, "gap_ev": 11.30, "smiles": "CC[NH2+]CCN", "symbols": ["N", "C", "C", "N", "C", "C", "H", "H", "H", "H", "H", "H", "H", "H", "H", "H", "H", "H", "H"], "coordinates": [[-0.906, 2.163, 0.148], [-1.403, 1.020, -0.603], [-0.234, 0.142, -1.166], [0.782, 0.195, -0.052], [0.569, -0.866, 1.005], [1.147, -2.215, 0.639], [-1.678, 2.699, 0.532], [-0.574, 2.851, -0.532], [0.692, 1.120, 0.423], [-2.113, 0.322, -0.180], [-2.154, 1.516, -1.261], [0.088, 0.731, -2.030], [-0.360, -0.910, -1.402], [1.771, 0.259, -0.308], [-0.505, -0.914, 1.221], [0.956, -0.427, 1.924], [2.197, -2.039, 0.439], [1.085, -2.970, 1.428], [0.640, -2.677, -0.224]]}

No. 6
{"formula": "C4H13N2O", "method": "ωB97M-V/def2-TZVPD", "relative_energy_kcal_mol": 35.7, "total_charge": -1, "homo_ev": -2.35, "gap_ev": 6.40, "symbols": ["C", "O", "C", "H", "H", "H", "H", "H", "N", "C", "C", "N", "H", "H", "H", "H", "H", "H", "H", "H"], "coordinates": [[-0.364, -1.544, -1.137], [0.767, -1.451, -0.423], [-1.259, -2.798, -0.791], [-0.193, -1.718, -2.212], [-0.989, -0.617, -1.113], [-2.313, -2.735, -1.150], [-1.301, -3.036, 0.268], [-0.823, -3.666, -1.276], [2.224, 1.781, -0.090], [0.796, 1.443, -0.184], [0.183, 0.919, 1.192], [-1.106, 1.575, 1.548], [2.410, 2.557, 0.583], [2.605, 1.968, -1.001], [0.714, 0.573, -0.838], [0.125, 2.234, -0.535], [-0.051, -0.143, 1.047], [0.979, 0.952, 1.962], [-1.494, 1.146, 2.398], [-0.907, 2.561, 1.752]]}

No. 7
{"formula": "C4H13N2O", "method": "ωB97M-V/def2-TZVPD", "relative_energy_kcal_mol": 61.0, "homo_ev": [-3.31, -7.85], "multiplicity": 2, "gap_ev": [4.05, 8.46], "s2": 0.755, "symbols": ["C", "C", "C", "C", "N", "N", "H", "H", "H", "H", "H", "H", "H", "H", "H", "H", "H", "H", "H", "O"], "coordinates": [[-1.374, 1.319, 0.634], [0.049, 1.185, 0.099], [0.813, 0.022, 0.602], [0.825, -1.124, -0.180], [1.509, -2.327, 0.359], [-1.484, 1.053, 2.070], [-2.014, 0.570, 0.157], [-1.797, 2.290, 0.325], [0.609, 2.128, 0.206], [-0.084, 1.248, -0.990], [1.375, 0.132, 1.521], [0.479, -1.271, -1.186], [1.419, -3.046, -0.359], [2.506, -2.133, 0.550], [1.200, -2.580, 1.318], [-0.928, 1.664, 2.653], [-2.449, 1.147, 2.396], [-0.935, -0.377, -3.281], [0.426, 0.008, -3.821], [-0.144, 0.093, -3.074]]}

No. 8
{"formula": "C4H13N2O", "method": "ωB97M-V/def2-TZVPD", "relative_energy_kcal_mol": 51.4, "total_charge": 1, "homo_ev": -12.63, "gap_ev": 9.43, "symbols": ["C", "C", "C", "C", "N", "N", "H", "H", "H", "H", "H", "H", "H", "H", "H", "H", "H", "H", "H", "O"], "coordinates": [[-0.152, 2.547, 0.809], [0.356, 2.049, -0.565], [0.350, 0.584, -0.560], [1.239, -0.282, 0.024], [1.130, -1.707, -0.155], [-0.782, -0.019, -1.070], [-1.240, 2.461, 0.829], [0.061, 3.609, 0.988], [0.165, 2.194, 1.790], [1.250, 2.609, -0.857], [-0.240, 2.418, -1.410], [2.106, 0.166, 0.471], [2.068, -2.101, -0.070], [0.578, -2.065, 0.644], [0.722, -2.041, -1.033], [-1.160, -0.834, -0.607], [-1.345, 0.242, -1.861], [-2.166, -1.945, 1.740], [-2.015, -3.228, 1.095], [-1.570, -2.370, 1.127]]}

No. 9
{"formula": "C4H13N2O", "method": "ωB97M-V/def2-TZVPD", "relative_energy_kcal_mol": 75.8, "total_charge": 1, "homo_ev": -13.55, "gap_ev": 9.94, "symbols": ["C", "C", "C", "C", "N", "N", "H", "H", "H", "H", "H", "H", "H", "H", "H", "H", "H", "H", "H", "O"], "coordinates": [[-1.933, 0.205, -0.447], [-1.379, -1.170, -0.928], [0.039, -1.263, -1.454], [1.176, -1.393, -0.758], [1.416, -0.418, 0.378], [-1.061, 0.836, 0.560], [-2.003, 0.755, -1.384], [-2.950, -0.028, -0.123], [-1.491, -2.021, -0.260], [-1.960, -1.318, -1.833], [0.241, -1.291, -2.525], [2.083, -1.979, -0.780], [2.261, 0.078, 0.083], [1.595, -0.758, 1.327], [0.761, 0.390, 0.497], [-1.124, 0.131, 1.294], [-1.506, 1.669, 0.927], [2.021, 2.120, 2.486], [1.836, 3.199, 1.408], [1.976, 2.255, 1.534]]}

No. 10
{"formula": "C4H13N2O", "method": "ωB97M-V/def2-TZVPD", "relative_energy_kcal_mol": 47.4, "total_charge": 1, "homo_ev": -12.70, "gap_ev": 9.61, "smiles": "[NH3+]CCNCCO", "symbols": ["N", "C", "C", "N", "C", "C", "O", "H", "H", "H", "H", "H", "H", "H", "H", "H", "H", "H", "H", "H"], "coordinates": [[0.224, 0.314, -1.781], [-0.972, 1.072, -1.277], [-0.725, 1.688, 0.084], [-0.033, 0.733, 0.891], [-0.498, -0.550, 1.299], [0.564, -1.645, 1.158], [1.218, -1.473, -0.094], [0.944, 0.998, -2.068], [-0.022, -0.258, -2.564], [0.628, -0.181, -0.953], [-1.179, 1.870, -1.980], [-1.808, 0.374, -1.307], [-0.112, 2.566, -0.009], [-1.740, 1.866, 0.447], [0.761, 1.129, 1.329], [-0.888, -0.503, 2.318], [-1.481, -0.803, 0.862], [0.066, -2.601, 1.044], [1.171, -1.592, 2.061], [2.156, -1.767, -0.073]]}